[1]
Here is a molecular structure, C20H25CrN2S6Si from the Open Molecules 2025 dataset. Energies are from the ωB97M-V functional and the def2-TZVPD basis.

Structure (XYZ):
```
55
Properties=species:S:1:pos:R:3:nbo_charge:R:1
Cr 0.99155 0.82012 -0.27978 0.85
S 6.09802 6.01914 -1.02733 -0.21
C 4.93745 4.83773 -0.91947 -0.57
S 3.24729 5.14065 -0.92046 0.47
C 2.67011 3.48690 -0.89660 -0.39
C 3.64107 2.55123 -0.84334 -0.42
S 3.36395 0.82591 -0.85703 -0.35
S 5.28033 3.15868 -0.81750 0.47
S 0.95979 3.17444 -0.99789 -0.35
C -1.90613 -0.48111 4.75382 -1.12
Si -2.61532 1.05567 3.96167 1.66
C -1.93718 2.61185 4.73257 -1.12
C -4.47006 1.03586 4.29882 -1.12
C -2.41433 0.99937 2.09713 -0.54
C -3.50544 0.92740 1.25555 -0.13
C -3.34804 0.85729 -0.13156 -0.33
C -2.06738 0.83405 -0.62423 0.08
N -0.98210 0.88656 0.14956 -0.56
C -1.11468 0.99734 1.50164 0.10
S 0.36020 1.11687 2.36996 -0.34
H -2.09461 -0.49146 5.83247 0.22
H -0.82792 -0.52220 4.58574 0.26
H -2.35625 -1.37792 4.31832 0.23
H -2.16966 2.64820 5.80184 0.22
H -2.36919 3.49721 4.25780 0.23
H -0.85453 2.65402 4.60300 0.27
H -4.65377 1.06409 5.37758 0.23
H -4.94275 0.13010 3.90507 0.23
H -4.97184 1.90164 3.85417 0.23
H -4.50729 0.93040 1.67533 0.20
H -4.19366 0.81792 -0.80462 0.21
H -1.88134 0.77214 -1.69149 0.18
C 0.40215 -2.16936 -4.83359 -0.41
N 1.52900 -1.41163 -4.23047 -0.33
C 2.84396 -2.10287 -4.33976 -0.42
C 1.26496 -0.93902 -2.81756 -0.28
C 1.07213 -1.94753 -1.69947 -0.13
C 1.08050 -3.33659 -1.82890 -0.26
C 0.89088 -4.13937 -0.70917 -0.25
C 0.70032 -3.53598 0.52519 -0.23
C 0.70944 -2.14707 0.63340 -0.16
C 0.90314 -1.29211 -0.46144 -0.38
H 0.61182 -2.35550 -5.88531 0.21
H -0.50302 -1.57595 -4.72953 0.23
H 0.27122 -3.10318 -4.30255 0.24
H 1.61626 -0.54344 -4.75648 0.42
H 2.80481 -3.03582 -3.79006 0.24
H 3.59900 -1.46034 -3.89068 0.25
H 3.06935 -2.28476 -5.38867 0.21
H 0.39295 -0.28495 -2.87842 0.22
H 2.11572 -0.29821 -2.57471 0.27
H 1.23170 -3.84381 -2.77750 0.16
H 0.89416 -5.21864 -0.81117 0.20
H 0.55783 -4.14916 1.40914 0.20
H 0.57540 -1.70484 1.61696 0.21
```

Calculated values
Energy relative to the best compared isomer or geometry (same formula, charge and spin) (kcal per mole): 34.0
Multiplicity: 5
Lowest unoccupied orbital energy (spin up / spin down) (eV): 1.41 / 1.41
<S²>: 6.025
Total charge: -1

[2]
Here is a molecular structure, C2H16CaO8 from the Open Molecules 2025 dataset. Energies are from the ωB97M-V functional and the def2-TZVPD basis.

Structure (XYZ):
```
27
Properties=species:S:1:pos:R:3:nbo_charge:R:1
Ca -0.04294 -0.21228 0.19619 1.76
O -2.10996 0.64737 -0.46429 -1.01
C -1.52106 1.70849 -1.02232 -0.08
C -1.31645 2.59390 0.15418 -0.08
O -0.47220 1.90716 1.08241 -1.08
H -2.17325 2.12945 -1.76540 0.13
H -0.57646 1.37836 -1.37362 0.03
H -2.20275 2.88024 0.74293 0.15
H -0.82947 3.47940 -0.12366 0.10
O 1.77009 -0.12713 2.07685 -0.96
H 1.37651 -0.27498 2.96680 0.51
H 2.65980 -0.42440 2.06720 0.46
O -0.82936 -1.11053 2.28159 -0.95
H -1.37553 -1.19108 3.02257 0.50
H -0.34264 -1.94873 2.18839 0.47
O 1.30053 -2.11052 -0.04957 -0.96
H 1.75215 -2.34305 -0.86786 0.50
H 2.03322 -2.15220 0.54416 0.48
O -1.54455 -2.18013 -0.58171 -0.95
H -2.02792 -1.77105 -1.31836 0.50
H -1.25380 -2.96336 -1.05906 0.46
O 0.51793 -0.55867 -2.26898 -0.99
H -0.04352 -1.11307 -2.81000 0.48
H 0.53626 0.37501 -2.57138 0.51
O 1.97711 0.89830 -0.56091 -0.96
H 2.80683 0.68036 -0.18870 0.46
H 1.93143 1.80316 -0.29746 0.51
```

Calculated values
Energy relative to the best compared isomer or geometry (same formula, charge and spin) (kcal per mole): 30.9
Lowest unoccupied orbital energy (eV): -0.83
Total charge: 0

[3]
Here is a molecular structure, C28H55O2Si4Tb from the Open Molecules 2025 dataset. Energies are from the ωB97M-V functional and the def2-TZVPD basis.

Structure (XYZ):
```
90
Properties=species:S:1:pos:R:3:mulliken_charge:R:1
O 0.54666 0.30722 -7.94484 -0.39
C 0.35986 1.62202 -8.59921 -0.43
C 0.11740 1.03103 -9.98963 -0.85
H 1.27487 2.23023 -8.53653 0.29
H -0.51816 2.14017 -8.18325 0.26
C 0.34160 -0.31502 -9.24130 1.57
H 0.88911 1.28708 -10.71746 0.31
H -0.89848 1.18250 -10.35806 0.30
C 1.57360 -1.06555 -9.72759 -1.63
H 2.45657 -0.41076 -9.76366 0.37
H 1.40115 -1.46264 -10.73220 0.39
H 1.77893 -1.91307 -9.06001 0.37
C -0.88255 -1.21771 -9.23662 -1.68
H -1.77828 -0.66564 -8.91386 0.36
H -0.71211 -2.06135 -8.55306 0.37
H -1.06291 -1.61955 -10.23729 0.41
Tb 0.17716 0.27481 0.06434 0.40
C -2.02259 -0.47904 1.23495 -0.56
C -1.85788 0.93337 1.42370 0.42
C -2.01027 1.57018 0.15234 -1.27
H -1.62866 1.43951 2.34872 0.17
C -2.29283 0.55454 -0.80824 -0.55
C -2.30159 -0.70885 -0.13952 -0.87
H -2.60182 -1.65157 -0.57109 0.50
H -2.01342 -1.21577 2.03064 0.56
H -1.83780 2.63160 -0.03157 0.47
H -2.58733 0.73013 -1.83704 0.51
C 1.17799 -1.57305 1.51882 0.12
C 0.37411 -2.29976 0.62021 -0.83
C 0.89961 -2.15287 -0.67462 -0.55
H -0.47230 -2.92855 0.92887 0.52
C 2.05956 -1.33096 -0.59683 -1.12
C 2.24691 -0.96708 0.76012 -0.10
H 2.99581 -0.26256 1.13153 -0.05
H 1.00098 -1.53823 2.59288 0.31
H 0.53674 -2.68138 -1.56702 0.50
H 2.70809 -1.03142 -1.42316 0.48
O 0.32723 0.59799 -2.13048 0.07
C -0.05105 -0.31278 -3.28717 -0.49
C -0.33433 0.61498 -4.44816 -0.52
H -0.90985 -0.92368 -2.95955 0.26
H 0.79929 -0.98279 -3.46097 0.41
C 0.55158 1.83343 -4.18098 -0.67
H -1.39250 0.92000 -4.39038 0.23
H -0.16045 0.15597 -5.42359 0.31
C 0.51629 1.99234 -2.67328 -0.40
H 0.24498 2.73580 -4.70909 0.38
H 1.58536 1.58970 -4.47912 0.27
H -0.34736 2.59106 -2.34567 0.25
H 1.43362 2.40744 -2.22279 0.33
C -2.21343 0.61486 4.65780 -1.30
Si -0.37736 0.15497 4.79097 0.47
C 0.05404 0.65716 6.55514 -1.14
C -0.30778 -1.73925 4.74390 -1.28
Si 1.08062 1.22669 3.31068 0.35
Si 0.67978 3.49690 3.25356 0.72
C 1.05262 4.07610 5.00941 -1.09
C 1.83576 4.33420 2.02251 -0.92
C -1.09723 3.99598 2.85042 -0.97
Si 3.26873 0.69375 3.84542 0.64
C 3.53023 1.13360 5.64864 -1.11
C 3.64268 -1.15686 3.74831 -1.17
C 4.49377 1.66809 2.79829 -1.23
H -2.69381 0.13429 5.52101 0.47
H -2.70483 0.24962 3.74992 0.41
H -2.39321 1.69376 4.72792 0.30
H -0.72263 0.17496 7.17142 0.39
H 1.03883 0.29576 6.87282 0.33
H 0.00608 1.73660 6.71383 0.21
H -0.69927 -2.18523 3.82302 0.25
H 0.69573 -2.14404 4.92281 0.37
H -0.95162 -2.07513 5.57146 0.47
H 2.08672 3.87384 5.31290 0.18
H 0.89361 5.16262 4.98332 0.41
H 0.37561 3.63550 5.75008 0.18
H 1.62526 4.03296 0.98976 0.12
H 1.64547 5.41578 2.10420 0.39
H 2.89692 4.14748 2.22703 0.23
H -1.38448 3.77796 1.81224 0.13
H -1.84518 3.54656 3.51179 0.27
H -1.13985 5.08569 2.98725 0.47
H 2.95443 0.47480 6.31583 0.22
H 4.60348 0.96439 5.80084 0.40
H 3.28865 2.17501 5.87989 0.22
H 3.65520 -1.55668 2.73022 0.38
H 4.64382 -1.26841 4.18414 0.46
H 2.94362 -1.76237 4.33897 0.28
H 4.42175 1.46980 1.72005 0.31
H 4.40531 2.75035 2.95202 0.29
H 5.48734 1.34546 3.13648 0.41
```

Calculated values
Energy relative to the best compared isomer or geometry (same formula, charge and spin) (kcal per mole): 0.0
Multiplicity: 7
Lowest unoccupied orbital energy (spin up / spin down) (eV): 0.02 / 0.04
<S²>: 12.738
Total charge: 0